Entry 1:
Computed, not measured: a gas-phase ion, C5H10NO (charge +1) at a distorted geometry, with ωB97M-V/def2-TZVPD.

Structure (ORCA input):
```
! wB97M-V def2-TZVPD RIJCOSX def2/J DEFGRID3
* xyz 1 1
C -2.48 -0.37 -0.50
C -1.69 -0.06 0.61
C 0.83 0.16 -0.03
C 2.01 1.07 -0.12
C 1.00 -1.30 0.00
N -0.30 0.78 0.08
O -0.54 1.97 -0.05
H -2.35 -1.30 -1.05
H -3.19 0.34 -0.90
H -2.10 0.72 1.25
H -1.27 -0.90 1.15
H 2.92 0.52 -0.31
H 2.12 1.65 0.80
H 1.83 1.80 -0.92
H 1.77 -1.59 -0.72
H 0.09 -1.84 -0.26
H 1.35 -1.65 0.97
*
```

Output
HOMO (alpha / beta) = -13.869 / -13.871 eV


Entry 2:
Computed, not measured: a molecular structure, C5H10NO at a distorted geometry, with ωB97M-V/def2-TZVPD.

Structure (ORCA input):
```
! wB97M-V def2-TZVPD RIJCOSX def2/J DEFGRID3
* xyz 1 1
C 1.46 0.47 -0.41
C 0.32 -0.26 -0.31
C 0.97 0.77 1.30
C -1.71 -1.68 -1.15
C -0.23 -1.42 -1.29
N 0.50 2.12 1.60
O -0.18 0.11 0.89
H 2.42 0.33 -0.74
H 1.66 0.29 2.04
H -2.17 -2.27 -1.86
H -2.26 -0.77 -1.34
H -2.22 -1.86 -0.20
H -0.10 -0.91 -2.30
H 0.42 -2.34 -1.24
H 1.25 2.77 1.73
H -0.06 2.22 2.49
H -0.07 2.44 0.79
*
```

Output
HOMO = -13.584 eV


Entry 3:
Computed, not measured: 2 unconnected molecules or ions with the total composition C5H10NO at a distorted geometry, with ωB97M-V/def2-TZVPD.

Structure (ORCA input):
```
! wB97M-V def2-TZVPD RIJCOSX def2/J DEFGRID3
* xyz 1 3
C -2.32 -2.08 0.03
C -0.35 -0.42 -0.45
C 2.10 2.31 -0.01
C 0.77 0.28 -0.45
C 1.15 1.65 -1.00
N -2.38 -2.73 0.96
O -2.09 -3.26 2.11
H -0.49 -1.47 -0.26
H -2.82 -1.44 -0.51
H -1.22 -0.07 -0.93
H 1.55 2.58 0.78
H 2.42 3.18 -0.48
H 2.94 1.62 0.43
H -2.84 -3.52 2.76
H 1.68 -0.24 0.09
H 1.68 1.45 -1.92
H 0.22 2.15 -1.15
*
```

Output
⟨S²⟩ = 2.006
HOMO (alpha / beta) = -9.362 / -14.788 eV


Entry 4:
Computed, not measured: 2 unconnected molecules or ions with the total composition C5H10NO at a distorted geometry, with ωB97M-V/def2-TZVPD.

Structure (ORCA input):
```
! wB97M-V def2-TZVPD RIJCOSX def2/J DEFGRID3
* xyz 1 3
C 0.86 1.25 -0.38
C 1.63 0.24 -0.05
C -2.18 0.94 0.07
C -1.33 -0.23 -0.38
C 2.02 -0.84 0.57
N -0.65 -1.06 0.33
O 2.51 -2.00 0.02
H 1.30 2.22 -0.68
H -2.34 0.95 1.17
H -1.71 2.00 -0.29
H -3.18 1.03 -0.41
H -0.14 1.20 -0.38
H -1.17 -0.19 -1.49
H 2.31 -0.84 1.56
H -0.90 -1.06 1.34
H 0.17 -1.59 -0.16
H 2.81 -2.00 -0.84
*
```

Output
⟨S²⟩ = 2.010
HOMO (alpha / beta) = -9.679 / -15.585 eV


Entry 5:
Computed, not measured: 2 unconnected molecules or ions with the total composition C5H10NO2 at a distorted geometry, with ωB97M-V/def2-TZVPD.

Structure (ORCA input):
```
! wB97M-V def2-TZVPD RIJCOSX def2/J DEFGRID3
* xyz -1 1
C 0.59 -1.76 -0.01
C 1.40 -0.63 0.54
C 0.65 -1.84 -1.53
N 1.04 1.98 -0.71
C -0.21 1.80 -0.11
C -1.08 0.59 0.47
O -1.82 -0.02 -0.31
O -0.96 0.44 1.73
H -0.45 -1.50 0.30
H 0.92 -2.71 0.42
H 2.44 -0.79 0.32
H 1.09 0.35 0.02
H 1.22 -0.51 1.65
H 0.22 -0.93 -1.96
H 1.68 -1.99 -1.84
H 0.06 -2.68 -1.89
H 0.58 1.92 0.77
H -0.93 2.61 -0.37
*
```

Output
HOMO = -3.882 eV


Entry 6:
Computed, not measured: a gas-phase ion, C5H10NO2 (charge -1) at a distorted geometry, with ωB97M-V/def2-TZVPD.

Structure (ORCA input):
```
! wB97M-V def2-TZVPD RIJCOSX def2/J DEFGRID3
* xyz -1 1
C 2.51 1.26 0.71
N 1.17 1.37 1.24
C 0.03 0.76 0.59
O -0.97 1.53 0.45
C 0.23 -0.52 0.08
C -0.79 -1.58 -0.22
C -1.89 -1.10 -1.20
O -2.92 -0.47 -0.56
H 2.54 1.49 -0.38
H 2.87 0.25 0.85
H 3.09 2.10 1.13
H 0.90 2.30 1.51
H 1.26 -0.87 0.05
H -0.41 -2.49 -0.71
H -1.33 -1.96 0.66
H -1.38 -0.56 -2.02
H -2.31 -1.93 -1.85
H -2.61 0.43 -0.33
*
```

Output
SMILES = CN/C([O-])=C/CCO
HOMO = -2.143 eV


Entry 7:
Computed, not measured: a gas-phase ion, C5H10NO2 (charge -1) at a distorted geometry, with ωB97M-V/def2-TZVPD.

Structure (ORCA input):
```
! wB97M-V def2-TZVPD RIJCOSX def2/J DEFGRID3
* xyz -1 1
O 0.81 3.71 -1.50
C 0.10 2.78 -1.13
N 0.54 1.67 -0.38
C -0.39 0.81 0.33
C -0.92 -0.47 -0.42
C -0.38 -1.74 0.22
C 1.11 -1.79 0.80
O 1.07 -2.12 2.06
H -0.98 2.68 -1.36
H 1.50 1.64 -0.32
H 0.05 0.41 1.35
H -1.26 1.40 0.64
H -0.61 -0.36 -1.48
H -2.04 -0.51 -0.30
H -1.06 -2.02 1.11
H -0.66 -2.65 -0.48
H 1.50 -2.59 0.22
H 1.63 -0.83 0.65
*
```

Output
SMILES = O=CNCCCC[O-]
HOMO = -2.382 eV


Entry 8:
Computed, not measured: a gas-phase ion, C5H10NO2 (charge -1) at a distorted geometry, with ωB97M-V/def2-TZVPD.

Structure (ORCA input):
```
! wB97M-V def2-TZVPD RIJCOSX def2/J DEFGRID3
* xyz -1 1
C 1.29 -1.53 1.28
N 1.54 -0.30 0.49
C 0.39 0.04 -0.39
C 1.01 0.95 -1.43
O 0.80 0.78 -2.61
C -0.83 0.67 0.26
C -2.14 0.38 -0.58
O -2.51 -0.89 -0.57
H 0.75 -2.27 0.70
H 0.59 -1.28 2.10
H 2.25 -1.75 1.75
H 1.74 0.46 1.13
H 0.05 -0.89 -0.84
H 1.77 1.69 -1.12
H -1.06 0.32 1.27
H -0.73 1.78 0.28
H -2.90 1.08 -0.09
H -2.01 0.76 -1.64
*
```

Output
SMILES = CN[C@H](C=O)CC[O-]
HOMO = -2.416 eV


Entry 9:
Computed, not measured: a single C5H10NOPS molecule at a distorted geometry, with ωB97M-V/def2-TZVPD.

Structure (ORCA input):
```
! wB97M-V def2-TZVPD RIJCOSX def2/J DEFGRID3
* xyz 0 1
C -1.16 0.25 0.47
C -0.24 1.44 0.10
P 1.41 0.99 -0.61
C 0.80 -0.67 -1.68
C -0.09 -0.89 -2.66
S -0.56 -2.57 -3.48
N 1.77 0.01 0.76
C 3.02 0.19 1.17
O 3.93 0.49 0.48
H -1.50 -0.42 -0.42
H -0.76 -0.31 1.27
H -2.17 0.63 0.85
H -0.09 2.12 0.95
H -0.69 2.13 -0.57
H 1.67 -1.44 -1.59
H -0.94 -0.18 -2.66
H 0.61 -3.14 -3.10
H 0.94 -0.33 1.28
H 3.26 -0.11 2.31
*
```

Output
SMILES = CCP(/C=C/S)NC=O
HOMO = -8.785 eV


Entry 10:
Computed, not measured: 2 unconnected molecules or ions with the total composition C5H10NP at a distorted geometry, with ωB97M-V/def2-TZVPD.

Structure (ORCA input):
```
! wB97M-V def2-TZVPD RIJCOSX def2/J DEFGRID3
* xyz 0 1
C -2.14 1.33 0.18
C 1.28 -0.73 1.11
C -0.69 -1.34 -0.43
C 0.53 0.65 -0.94
C 0.13 -0.18 0.22
N -2.94 1.60 -0.61
P -1.18 0.56 1.41
H 0.96 -1.49 1.75
H 2.04 -1.36 0.57
H 1.73 0.22 1.50
H -1.73 -1.12 -0.71
H -0.75 -2.15 0.16
H -0.25 -1.52 -1.30
H 1.32 1.49 -0.53
H 1.11 0.04 -1.66
H -0.25 1.35 -1.38
H 0.84 2.65 0.67
*
```

Output
HOMO (alpha / beta) = -8.835 / -10.082 eV


Entry 11:
Computed, not measured: a gas-phase ion, C5H10NS (charge +1) at a distorted geometry, with ωB97M-V/def2-TZVPD.

Structure (ORCA input):
```
! wB97M-V def2-TZVPD RIJCOSX def2/J DEFGRID3
* xyz 1 1
C -0.15 0.91 -1.19
C -1.06 -0.08 1.27
C -1.63 1.30 1.06
C 0.82 1.11 -2.20
C 0.77 -1.43 0.55
N 0.28 -0.19 0.81
S -1.31 1.90 -0.65
H -1.15 -0.45 2.27
H -1.67 -0.86 0.62
H -2.65 1.52 1.26
H -1.12 2.04 1.70
H 0.53 0.88 -3.24
H 1.77 0.43 -2.07
H 1.14 2.24 -2.27
H -0.12 -1.97 0.36
H 1.59 -1.77 1.23
H 1.41 -1.32 -0.40
*
```

Output
HOMO (alpha / beta) = -13.434 / -13.686 eV


Entry 12:
Computed, not measured: 2 unconnected molecules or ions with the total composition C5H10NS at a distorted geometry, with ωB97M-V/def2-TZVPD.

Structure (ORCA input):
```
! wB97M-V def2-TZVPD RIJCOSX def2/J DEFGRID3
* xyz 1 1
C 0.24 -1.12 -0.95
C -0.89 -1.34 -1.39
C 1.26 -1.09 -0.14
C -0.62 2.80 0.45
C 1.19 -2.01 1.01
N -1.32 2.06 -0.34
S 0.67 2.22 1.33
H -1.82 -0.80 -0.97
H -1.04 -1.96 -2.29
H 2.20 -0.77 -0.46
H -0.93 3.84 0.66
H 1.45 -1.41 1.94
H 1.81 -2.92 0.94
H 0.23 -2.28 1.22
H -2.08 2.51 -0.83
H -0.91 1.26 -0.77
H 0.57 1.01 0.58
*
```

Output
HOMO = -12.975 eV


Entry 13:
Computed, not measured: a single C5H10O molecule, with ωB97M-V/def2-TZVPD.

Structure (ORCA input):
```
! wB97M-V def2-TZVPD RIJCOSX def2/J DEFGRID3
* xyz 0 1
C -1.48 0.71 -0.86
C -0.68 -0.10 0.12
C -1.27 -0.32 1.48
C 1.48 -0.36 0.42
O 0.59 0.60 0.17
C 2.58 -0.23 -0.57
H -0.89 0.84 -1.78
H -1.68 1.69 -0.44
H -2.41 0.19 -1.10
H -0.44 -1.06 -0.34
H -1.33 0.63 2.01
H -0.64 -1.00 2.06
H -2.26 -0.75 1.38
H 3.43 -0.77 -0.18
H 2.17 -0.83 -1.42
H 2.81 0.77 -0.96
*
```

Output
HOMO = -8.075 eV


Entry 14:
Computed, not measured: a single C5H10O molecule, with ωB97M-V/def2-TZVPD.

Structure (ORCA input):
```
! wB97M-V def2-TZVPD RIJCOSX def2/J DEFGRID3
* xyz 0 1
C 2.10 0.12 0.07
C 0.06 1.53 -0.11
O 0.87 0.18 -0.68
C -0.49 0.16 -0.04
C -1.50 -0.32 -1.06
C -0.62 -0.56 1.28
H 2.67 1.00 -0.23
H 2.63 -0.80 -0.22
H 1.94 0.16 1.14
H -0.25 1.94 -1.09
H -1.24 0.04 -2.06
H -1.62 -1.41 -1.08
H -2.47 0.12 -0.79
H -1.59 -0.27 1.71
H 0.15 -0.27 2.00
H -0.63 -1.65 1.16
*
```

Output
HOMO = -7.886 eV


Entry 15:
Computed, not measured: a single C5H10O molecule, with ωB97M-V/def2-TZVPD.

Structure (ORCA input):
```
! wB97M-V def2-TZVPD RIJCOSX def2/J DEFGRID3
* xyz 0 1
C 2.10 -0.17 0.05
C 1.10 0.94 0.15
O 0.12 1.00 -0.86
C -0.56 -0.09 -1.06
C -1.30 -0.30 0.84
C -1.95 -0.10 -0.53
H 2.86 -0.03 0.83
H 2.62 -0.19 -0.92
H 1.65 -1.16 0.21
H -0.11 0.26 0.96
H 1.54 1.94 0.24
H -0.02 -1.04 -1.12
H -1.29 -1.34 1.14
H -1.74 0.33 1.62
H -2.57 -0.91 -0.91
H -2.46 0.86 -0.65
*
```

Output
HOMO (alpha / beta) = -7.136 / -7.135 eV


Entry 16:
Computed, not measured: 2 unconnected molecules or ions with the total composition C5H10O, with ωB97M-V/def2-TZVPD.

Structure (ORCA input):
```
! wB97M-V def2-TZVPD RIJCOSX def2/J DEFGRID3
* xyz 0 1
C 0.92 -0.08 0.55
C 0.48 -0.04 -0.71
C -0.05 -1.26 -1.42
C 0.50 1.23 -1.52
H 0.94 -1.01 1.11
H 1.28 0.81 1.05
H 0.00 -2.15 -0.78
H 0.52 -1.47 -2.33
H -1.09 -1.11 -1.72
H 1.11 1.10 -2.42
H 0.91 2.06 -0.95
H -0.51 1.50 -1.85
C -1.62 0.13 2.33
O -2.30 1.06 1.98
H -1.86 -0.91 2.05
H -0.72 0.25 2.97
*
```

Output
SMILES = C=C(C)C.C=O
HOMO = -9.478 eV


Entry 17:
Computed, not measured: a single C5H10O molecule at a distorted geometry, with ωB97M-V/def2-TZVPD.

Structure (ORCA input):
```
! wB97M-V def2-TZVPD RIJCOSX def2/J DEFGRID3
* xyz 0 1
C -1.11 -0.82 -1.05
C -0.29 0.20 -0.35
C 0.19 1.38 -1.14
C 1.10 -0.81 1.54
C 0.04 0.15 1.08
O -1.27 -0.07 1.39
H -2.10 -0.39 -1.26
H -0.66 -1.08 -2.02
H -1.27 -1.67 -0.40
H -0.61 2.07 -1.38
H 0.61 1.05 -2.11
H 0.98 1.92 -0.60
H 0.85 -1.82 1.20
H 2.07 -0.51 1.13
H 1.13 -0.78 2.63
H 0.35 1.18 1.34
*
```

Output
HOMO (alpha / beta) = -8.624 / -8.974 eV


Entry 18:
Computed, not measured: a single C5H10O molecule at a distorted geometry, with ωB97M-V/def2-TZVPD.

Structure (ORCA input):
```
! wB97M-V def2-TZVPD RIJCOSX def2/J DEFGRID3
* xyz 0 1
C -2.17 -0.23 0.60
C -0.82 0.15 -0.01
O -0.70 1.52 -0.39
C 0.38 0.06 0.91
C 1.44 -0.93 0.80
C 1.76 0.39 0.16
H -2.39 0.35 1.51
H -2.19 -1.30 0.86
H -2.97 -0.04 -0.12
H -0.65 -0.50 -0.88
H 0.30 1.52 -0.37
H 0.23 0.60 1.85
H 2.00 -1.17 1.69
H 1.26 -1.73 0.10
H 1.99 0.30 -0.92
H 2.51 1.02 0.65
*
```

Output
SMILES = C[C@@H](O)C1CC1
HOMO = -9.779 eV


Entry 19:
Computed, not measured: 3 unconnected molecules or ions with the total composition C5H10O at a distorted geometry, with ωB97M-V/def2-TZVPD.

Structure (ORCA input):
```
! wB97M-V def2-TZVPD RIJCOSX def2/J DEFGRID3
* xyz 0 1
O -0.57 -0.69 1.68
C 0.56 -0.61 0.89
C 0.65 0.79 0.43
C -0.48 1.06 -0.57
C -0.77 -0.34 -1.16
C 0.38 -1.17 -0.59
H -0.45 0.54 2.11
H 1.48 -1.01 1.36
H 0.12 1.40 1.81
H 1.65 1.10 0.10
H -0.19 1.80 -1.32
H -1.34 1.46 -0.02
H -1.72 -0.73 -0.79
H -0.82 -0.34 -2.26
H 0.20 -2.23 -0.49
H 1.30 -1.05 -1.20
*
```

Output
HOMO = -9.686 eV


Entry 20:
Computed, not measured: a single C5H10O molecule, with ωB97M-V/def2-TZVPD.

Structure (ORCA input):
```
! wB97M-V def2-TZVPD RIJCOSX def2/J DEFGRID3
* xyz 0 1
C 2.56 0.01 0.04
C 1.20 0.34 -0.56
C 0.04 -0.09 0.31
O 0.18 -0.39 1.48
C -1.30 -0.17 -0.40
C -2.49 -0.09 0.55
H 3.36 0.44 -0.57
H 2.62 0.41 1.05
H 2.70 -1.07 0.10
H 1.06 -0.12 -1.55
H 1.08 1.42 -0.73
H -1.32 -1.12 -0.94
H -1.33 0.61 -1.17
H -2.37 0.77 1.22
H -3.42 0.03 0.00
H -2.56 -0.99 1.17
*
```

Output
SMILES = CCC(=O)CC
HOMO = -9.560 eV


Relative energy (zero: lowest compared OMol25 entry of this formula, charge and spin), respectively: 138.6; 95.3; 164.6; 96.3; 127.1; 53.2; 74.8; 76.5; 53.8; 99.5; 134.3; 85.0; 77.7; 102.7; 116.0; 35.2; 72.1; 41.2; 90.2; 0.7 kcal per mole.